# 1
{"formula": "C21H27N3O4S", "method": "ωB97M-V/def2-TZVPD", "species": ["C", "N", "C", "C", "C", "C", "C", "O", "N", "C", "H", "C", "H", "H", "C", "C", "O", "N", "C", "H", "C", "H", "H", "C", "C", "C", "H", "H", "H", "H", "O", "C", "H", "C", "H", "O", "H", "H", "H", "H", "C", "H", "C", "H", "H", "H", "H", "H", "S", "C", "C", "H", "H", "H", "H", "H"], "positions_angstrom": [[5.7609, -2.4610, 0.1308], [5.3997, -1.0797, 0.2966], [6.2714, -0.0729, 0.5557], [5.5524, 1.1265, 0.6175], [4.2084, 0.8352, 0.3648], [4.1452, -0.5347, 0.1532], [2.9585, -1.3926, -0.0346], [2.8296, -2.4454, 0.5822], [2.0069, -0.9762, -0.8993], [2.0641, 0.1470, -1.8024], [3.0665, 0.5728, -1.8006], [1.0168, 1.2006, -1.4157], [0.6784, 1.7319, -2.3064], [1.4429, 1.9367, -0.7334], [-0.1955, 0.5360, -0.7474], [-1.4451, 1.3858, -0.9755], [-1.5205, 2.1501, -1.9205], [-2.4621, 1.2600, -0.0907], [-2.5933, 0.3270, 1.0026], [-1.6680, -0.2178, 1.1752], [-3.7286, -0.6626, 0.7279], [-3.8495, -1.3313, 1.5805], [-3.5221, -1.2589, -0.1613], [-5.0456, 0.0911, 0.4886], [-4.8460, 1.1225, -0.6324], [-3.6698, 2.0356, -0.2968], [-3.4820, 2.7354, -1.1120], [-3.8924, 2.5876, 0.6222], [-4.6627, 0.5841, -1.5621], [-5.7558, 1.7121, -0.7460], [-5.4446, 0.7125, 1.6986], [-6.8232, 0.4794, 1.8729], [-7.0326, 0.4443, 2.9415], [-7.0333, -0.8542, 1.1534], [-8.0228, -0.9655, 0.7106], [-6.0799, -0.8064, 0.1144], [-6.8257, -1.7007, 1.8216], [-7.4127, 1.2779, 1.4023], [-2.8441, 0.8920, 1.9081], [0.0026, 0.4307, 0.3218], [-0.3973, -0.8529, -1.3646], [-0.4799, -0.7396, -2.4468], [0.7849, -1.7530, -0.9982], [0.6310, -2.2306, -0.0267], [0.9055, -2.5489, -1.7443], [-1.3196, -1.3125, -1.0096], [1.8565, -0.2297, -2.8109], [3.3863, 1.5211, 0.3782], [6.5946, 2.4626, 0.9643], [7.9604, 1.3881, 1.0099], [7.6576, 0.0855, 0.7797], [8.3846, -0.7061, 0.7715], [8.9258, 1.8086, 1.2108], [6.5760, -2.7022, 0.8122], [6.0869, -2.6589, -0.8949], [4.9006, -3.0860, 0.3636]], "mulliken_charge": [-1.0393, 0.1074, 0.3677, -0.4018, 0.0978, 0.0397, 0.7308, -0.7283, 0.1231, -1.2183, 0.6844, -0.6061, 0.3459, 0.1563, 0.5962, 0.0580, -0.7069, 0.0817, -0.7657, 0.4071, -0.7759, 0.4475, 0.1916, 0.8645, -0.8225, -1.0777, 0.5013, 0.4001, 0.2811, 0.3827, -0.3870, -0.3544, 0.3075, -0.4621, 0.3174, -0.4740, 0.2732, 0.2653, 0.3220, 0.4582, -0.1258, 0.2793, -1.0302, 0.4652, 0.2426, 0.0198, 0.3669, 0.5368, -0.2437, -0.2842, -1.0296, 0.3379, 0.4475, 0.3609, 0.2749, 0.3928], "energy_ev": -45711.352, "fmax_ev_per_a": 1.0, "smiles": "Cn1c(C(=O)N2CCC(C(=O)N3CCC4(CC3)OCCO4)CC2)cc2sccc21", "homo_ev": -7.85, "gap_ha": 0.31449, "e_above_lowest_ev": 1.9130}


# 2
{"formula": "C21H27N3O5S", "method": "ωB97M-V/def2-TZVPD", "species": ["C", "H", "O", "C", "C", "C", "C", "C", "C", "O", "C", "H", "H", "H", "H", "C", "N", "C", "C", "O", "N", "C", "C", "C", "C", "C", "C", "H", "H", "S", "O", "O", "N", "C", "H", "H", "H", "C", "H", "H", "H", "H", "H", "H", "H", "H", "C", "C", "H", "H", "H", "H", "H", "H", "H", "H", "H"], "positions_angstrom": [[-1.2699, -3.3896, -0.8060], [-1.0258, -4.0078, 0.0599], [-0.1140, -2.7829, -1.3516], [0.7902, -2.1329, -0.5710], [2.0293, -1.9402, -1.1772], [3.0565, -1.2753, -0.5379], [2.8404, -0.7577, 0.7331], [1.6189, -0.9510, 1.3585], [0.5861, -1.6388, 0.7322], [-0.6458, -1.8351, 1.3079], [-0.8083, -1.5771, 2.6784], [-0.6906, -0.5143, 2.9117], [-0.1072, -2.1639, 3.2823], [-1.8308, -1.8750, 2.9059], [1.4733, -0.5544, 2.3523], [3.9802, 0.0377, 1.3069], [4.5419, 0.9679, 0.3340], [3.7819, 2.1936, 0.1578], [2.4241, 1.9555, -0.5032], [2.3061, 1.7264, -1.6855], [1.3778, 1.9925, 0.3795], [0.0714, 1.5462, 0.2001], [-0.3439, 0.8777, -0.9511], [-1.6159, 0.3409, -1.0078], [-2.4744, 0.4872, 0.0652], [-2.0965, 1.1990, 1.1872], [-0.8228, 1.7266, 1.2574], [-0.5042, 2.2584, 2.1439], [-2.7921, 1.2897, 2.0063], [-4.0993, -0.2586, 0.0321], [-4.5685, -0.3837, 1.3813], [-4.0626, -1.4290, -0.7932], [-5.0879, 0.8561, -0.7330], [-5.2918, 2.0718, 0.0122], [-4.4397, 2.7599, -0.0721], [-6.1891, 2.5723, -0.3525], [-5.4343, 1.7920, 1.0529], [-4.8161, 1.0277, -2.1376], [-4.6217, 0.0416, -2.5513], [-3.9522, 1.6813, -2.3178], [-5.6928, 1.4562, -2.6241], [-1.9332, -0.2312, -1.8647], [0.3441, 0.7499, -1.7693], [1.5915, 2.2835, 1.3236], [3.6720, 2.6692, 1.1364], [4.3715, 2.8539, -0.4838], [4.9389, 0.3353, -0.9240], [4.4305, -1.1057, -1.1062], [4.4493, -1.3650, -2.1641], [5.1028, -1.7903, -0.5787], [6.0357, 0.3364, -0.9652], [4.5665, 0.9349, -1.7553], [4.7957, -0.6366, 1.5966], [3.6789, 0.5966, 2.1962], [2.1629, -2.3383, -2.1707], [-2.0334, -2.6592, -0.5323], [-1.6537, -4.0245, -1.6047]], "mulliken_charge": [-0.5986, 0.2902, -0.4875, -0.0561, -1.2116, 1.4004, 0.8993, -0.7052, 1.5271, -0.2730, -1.0381, 0.3113, 0.3929, 0.2722, 0.3828, -1.8709, 0.1611, -1.3130, 0.8673, -0.6232, 0.0574, 0.3227, -1.1052, -0.3285, 0.4280, -0.7472, -0.7830, 0.3791, 0.5358, 1.4667, -0.7888, -0.7350, -0.0463, -0.8879, 0.2978, 0.3389, 0.3202, -0.8932, 0.3149, 0.3156, 0.3438, 0.4797, 0.5043, 0.2382, 0.3814, 0.4217, -0.7891, -1.4055, 0.3654, 0.3760, 0.3531, 0.3870, 0.3629, 0.3993, 0.4209, 0.0773, 0.2941], "energy_ev": -47757.336, "fmax_ev_per_a": 1.1, "smiles": "COc1cc2c(cc1OC)CN(CC(=O)Nc1ccc(S(=O)(=O)N(C)C)cc1)CC2", "homo_ev": -7.73, "gap_ha": 0.29923, "e_above_lowest_ev": 2.6091}


# 3
{"formula": "C21H27NO", "method": "ωB97M-V/def2-TZVPD", "species": ["C", "H", "H", "H", "C", "C", "C", "C", "C", "C", "C", "H", "H", "O", "C", "C", "N", "C", "C", "H", "H", "C", "H", "H", "C", "H", "H", "H", "H", "H", "H", "H", "H", "H", "H", "C", "C", "C", "C", "C", "C", "H", "H", "H", "H", "H", "C", "H", "H", "H"], "positions_angstrom": [[-3.6291, -1.8495, -1.2483], [-3.2018, -1.4358, -2.1583], [-4.7075, -1.7081, -1.2630], [-3.4283, -2.9191, -1.2353], [-3.0022, -1.2039, -0.0041], [-1.5358, -1.6047, 0.0201], [-0.6668, -1.0041, -0.8839], [0.6787, -1.3131, -0.9210], [1.1986, -2.2479, -0.0342], [0.3310, -2.8782, 0.8545], [-1.0130, -2.5615, 0.8792], [-1.6462, -3.0682, 1.5903], [0.7348, -3.6175, 1.5293], [2.5028, -2.6523, 0.0299], [3.5186, -1.8696, -0.5552], [3.8136, -0.5930, 0.2492], [2.8685, 0.4604, -0.0723], [3.3001, 1.3176, -1.1637], [4.1401, 2.4540, -0.5353], [5.2051, 2.2414, -0.6277], [3.9435, 3.4027, -1.0308], [3.7053, 2.4684, 0.9383], [3.3372, 3.4427, 1.2529], [4.5336, 2.1908, 1.5906], [2.5967, 1.3978, 1.0007], [1.6234, 1.8531, 0.7932], [2.5406, 0.8911, 1.9631], [2.4036, 1.7345, -1.6322], [3.8524, 0.7510, -1.9133], [4.8568, -0.2951, 0.0629], [3.7177, -0.8475, 1.3073], [4.3989, -2.5191, -0.5387], [3.2863, -1.6224, -1.5968], [1.3120, -0.8069, -1.6292], [-1.0481, -0.2613, -1.5703], [-3.0885, 0.3144, -0.0110], [-3.9613, 1.0232, -0.8245], [-4.0239, 2.4058, -0.7619], [-3.2180, 3.1041, 0.1178], [-2.3469, 2.4076, 0.9389], [-2.2862, 1.0289, 0.8750], [-1.5975, 0.4944, 1.5135], [-1.7131, 2.9415, 1.6325], [-3.2682, 4.1821, 0.1650], [-4.7091, 2.9383, -1.4062], [-4.6029, 0.5067, -1.5210], [-3.7758, -1.6842, 1.2324], [-3.2952, -1.3455, 2.1469], [-3.8500, -2.7690, 1.2474], [-4.7845, -1.2751, 1.2074]], "mulliken_charge": [-2.1485, 0.4371, 0.4783, 0.4284, 2.8611, -0.3180, -0.1375, -0.5872, 0.4747, -0.9820, -0.1396, 0.3760, 0.4366, -0.4961, -0.6087, -0.8118, 0.3137, -0.9516, -0.6803, 0.2634, 0.3605, -0.5449, 0.4085, 0.2208, -0.7917, 0.1771, 0.4868, 0.4270, 0.4276, 0.4324, 0.3883, 0.3768, 0.2899, 0.2053, 0.4428, -0.4164, -0.1868, -0.7957, -0.4144, -0.9150, 0.1540, 0.3893, 0.3948, 0.3933, 0.3923, 0.3304, -2.1917, 0.4742, 0.4530, 0.4234], "energy_ev": -25752.470, "fmax_ev_per_a": 0.6, "smiles": "CC(C)(c1ccccc1)c1ccc(OCCN2CCCC2)cc1", "homo_ev": -7.78, "gap_ha": 0.31539, "e_above_lowest_ev": 0.6907}


# 4
{"formula": "C21H28AsCl2N2O11S2W", "method": "ωB97M-V/def2-TZVPD", "species": ["W", "O", "C", "O", "C", "C", "C", "C", "C", "O", "C", "C", "O", "O", "H", "H", "H", "H", "H", "H", "H", "H", "Cl", "C", "C", "C", "Cl", "C", "O", "C", "C", "O", "C", "H", "H", "H", "C", "N", "C", "S", "N", "C", "H", "H", "H", "H", "H", "H", "H", "H", "C", "As", "C", "C", "H", "H", "H", "H", "H", "H", "H", "H", "H", "O", "S", "O", "O", "O"], "positions_angstrom": [[-0.0705, -0.4054, -0.6627], [-2.5953, 0.1284, 0.8260], [-1.8494, -0.7959, 1.1489], [-0.5708, -0.5803, 1.1331], [-2.3128, -2.1245, 1.7184], [-1.4355, -2.4749, 2.9476], [-1.9736, -3.7582, 3.6122], [-1.4210, -4.8403, 2.6672], [-0.7694, -3.9592, 1.5919], [-0.2288, -2.8855, 2.3395], [-1.9131, -3.2911, 0.7838], [-1.4620, -2.8351, -0.6010], [-1.0094, -3.5931, -1.4297], [-1.7198, -1.5789, -0.8725], [-3.3811, -2.0689, 1.9204], [-1.2599, -1.6407, 3.6247], [-1.5507, -3.8617, 4.6090], [-3.0582, -3.7536, 3.6923], [-0.6666, -5.4472, 3.1617], [-2.1829, -5.4970, 2.2583], [-0.0065, -4.4142, 0.9649], [-2.7375, -3.9895, 0.6179], [2.4995, 1.0238, 5.9178], [2.0998, 0.8122, 4.2589], [2.6727, -0.2570, 3.5507], [2.4299, -0.3990, 2.2009], [3.0653, -1.6758, 1.2436], [1.5830, 0.5098, 1.5260], [1.4044, 0.4287, 0.2217], [0.9050, 1.5114, 2.2846], [-0.1901, 2.1681, 1.6390], [-0.4979, 1.9753, 0.4480], [1.2030, 1.6659, 3.6544], [3.3050, -0.9756, 4.0482], [-0.8179, 2.8284, 2.2552], [0.7145, 2.4444, 4.2214], [3.7082, 3.7589, -0.4839], [2.7663, 2.7434, -0.9066], [2.4478, 2.4188, -2.1629], [1.2394, 1.2248, -2.4006], [3.0146, 3.0550, -3.1825], [2.7836, 2.7560, -4.5753], [3.8519, 3.6726, 0.5908], [3.3215, 4.7589, -0.7063], [4.6822, 3.6330, -0.9639], [2.3231, 2.1680, -0.2025], [3.7125, 3.7579, -2.9791], [2.1132, 1.9031, -4.6407], [3.7276, 2.5203, -5.0636], [2.3292, 3.6118, -5.0729], [-1.5128, 2.3644, -3.2909], [-1.7803, 0.9177, -1.8542], [-3.2748, 2.0977, -1.1032], [-3.0557, -0.0675, -3.0689], [-2.4736, 2.6709, -3.7276], [-0.8580, 1.9964, -4.0804], [-1.0406, 3.2373, -2.8339], [-3.8985, 2.5057, -1.9091], [-2.7958, 2.9202, -0.5675], [-3.8855, 1.5258, -0.4036], [-3.9194, 0.5583, -3.3324], [-3.4041, -0.9738, -2.5734], [-2.5250, -0.3425, -3.9839], [0.7114, -2.0778, -0.2755], [1.3106, -2.0742, -1.6569], [2.3497, -1.0742, -1.5530], [0.2012, -1.2508, -2.3333], [1.6312, -3.3132, -2.2255]], "mulliken_charge": [-0.0622, -0.5167, 0.2266, 0.5326, -0.3738, -0.1840, -0.9931, -0.9619, -0.4940, -0.4594, 0.4951, -0.4784, -0.6051, -0.9401, 0.6576, 0.7189, 0.3636, 0.3524, 0.3664, 0.3846, 0.7625, 0.8059, -0.1875, 0.1807, -0.5257, 0.6952, -0.1484, -0.4314, 0.5541, 0.9016, -0.6409, -0.5304, -1.0189, 0.5215, 0.4422, 0.4944, -1.1772, -0.1398, 1.0384, -0.2455, -0.2515, -0.8823, 0.3596, 0.3670, 0.4061, -0.1960, 0.2021, 0.4009, 0.3199, 0.3010, -1.2072, 1.2436, -1.1822, -1.2195, 0.4917, 0.3856, 0.3837, 0.4735, 0.3450, 0.4122, 0.4335, 0.3213, 0.3943, -0.0701, 1.0843, -0.4728, -0.5333, -0.6902], "energy_ev": -157104.749, "fmax_ev_per_a": 8.1, "homo_ev": -11.64, "charge": 1, "gap_ha": 0.22186}